1.
C24H34N2O3 | ωB97M-V/def2-TZVPD

XYZ file:
```
63
Properties=species:S:1:pos:R:3:nbo_charge:R:1
C -6.423 -0.695 1.985 -0.62
C -5.407 -1.394 0.890 -0.38
C -5.444 -0.658 -0.524 -0.41
H -6.576 -0.787 -0.891 0.21
H -4.974 -1.525 -1.334 0.23
C -5.145 0.607 -0.493 -0.29
N -3.797 0.686 0.023 -0.73
C -2.720 0.857 -1.163 0.94
O -2.883 0.946 -2.331 -0.57
O -1.470 0.734 -0.404 -0.57
C -0.398 1.076 -1.198 0.12
C 0.021 2.420 -1.427 -0.45
H 0.925 2.169 -2.201 0.23
H -0.687 3.024 -1.638 0.22
C 0.651 2.888 -0.141 -0.22
C 1.498 4.061 -0.201 -0.44
H 1.202 4.573 -1.054 0.21
C 2.821 3.346 -0.670 -0.18
N 2.991 2.276 -0.030 -0.46
C 4.077 1.709 0.440 0.66
O 5.049 2.054 -0.361 -0.67
C 4.094 0.716 1.571 -0.53
C 3.338 -0.502 1.264 -0.39
C 1.844 -0.355 1.839 -0.43
H 1.411 -1.203 1.485 0.23
C 1.148 0.541 0.774 -0.23
C 0.768 -0.203 -0.625 -0.17
H 1.681 0.246 -1.284 0.24
C 0.192 -1.516 -0.538 -0.49
C 1.399 -2.551 -0.610 0.02
C 2.329 -2.386 -1.744 -0.20
C 3.292 -3.470 -1.861 -0.18
C 3.417 -4.394 -0.747 -0.21
C 2.406 -4.603 0.207 -0.14
C 1.392 -3.589 0.272 -0.23
H 0.717 -3.371 1.084 0.21
H 2.487 -5.246 0.807 0.16
H 4.171 -5.154 -0.531 0.22
H 4.042 -3.369 -2.508 0.20
H 2.155 -1.610 -2.367 0.21
H -0.308 -1.732 0.362 0.22
H -0.468 -1.537 -1.317 0.23
C 1.523 1.908 0.752 -0.02
H 1.676 2.157 1.792 0.21
H -0.011 0.678 1.215 0.22
H 2.078 -0.053 2.665 0.19
H 3.456 -1.027 0.204 0.25
H 3.899 -1.585 1.830 0.20
H 5.292 0.426 1.350 0.27
H 3.827 1.163 2.416 0.21
H 3.784 4.030 -0.582 0.22
H 2.896 3.211 -1.872 0.16
H 1.925 4.753 0.470 0.24
H -0.109 3.086 0.734 0.22
H -0.499 0.459 -2.104 0.18
H -3.425 0.745 1.030 0.44
H -5.169 1.001 -1.640 0.24
H -5.777 1.346 0.150 0.21
H -5.839 -2.332 0.819 0.20
H -4.388 -1.396 1.559 0.19
H -7.429 -0.727 1.435 0.20
H -6.431 -1.251 2.931 0.22
H -6.096 0.327 2.040 0.19
```

* spin multiplicity: 1
* energy: -34546.997 eV
* HOMO level: -8.381 eV
* relative energy (zero: lowest compared OMol25 entry of this formula, charge and spin): 413.6 kcal/mol

=====

2.
C24H34N2O9S | ωB97M-V/def2-TZVPD

XYZ file:
```
70
Properties=species:S:1:pos:R:3:nbo_charge:R:1
C 2.618 -1.400 -2.665 -0.61
C 2.653 -1.298 -4.211 -0.40
C 1.282 -0.928 -4.816 -0.40
C 1.140 0.568 -5.102 -0.40
C 1.094 1.452 -3.864 -0.40
C -0.178 1.357 -2.965 -0.46
C -1.303 0.491 -3.463 0.10
C -2.058 0.744 -4.575 -0.24
C -3.121 -0.101 -4.977 -0.19
C -3.483 -1.215 -4.273 -0.22
C -2.735 -1.515 -3.100 0.09
N -2.958 -2.541 -2.270 -0.61
S -1.850 -2.405 -1.110 0.96
N -1.071 -1.099 -1.584 -0.65
C -1.660 -0.675 -2.712 0.06
H 3.266 -2.204 -2.334 0.21
H 1.615 -1.599 -2.303 0.21
H 2.963 -0.468 -2.228 0.20
H 2.891 -2.294 -4.573 0.20
H 3.411 -0.588 -4.526 0.20
H 1.228 -1.421 -5.785 0.20
H 0.495 -1.302 -4.169 0.19
H 2.044 0.850 -5.646 0.20
H 0.326 0.766 -5.791 0.20
H 1.186 2.486 -4.187 0.22
H 1.962 1.251 -3.247 0.21
H -0.575 2.358 -2.816 0.23
H 0.118 0.979 -1.994 0.23
H -1.842 1.615 -5.175 0.22
H -3.683 0.140 -5.867 0.22
H -4.302 -1.857 -4.548 0.23
C -0.648 -1.714 2.456 -0.64
C -0.677 -0.264 2.868 0.06
C -1.250 0.656 1.817 -0.10
O -0.576 1.893 2.095 -0.51
C 0.609 1.590 2.682 0.97
O 1.484 2.373 2.863 -0.58
O 0.652 0.281 3.019 -0.49
H -0.511 -2.370 3.309 0.24
H -1.583 -1.994 1.972 0.22
H 0.180 -1.896 1.770 0.23
H -1.193 -0.138 3.824 0.18
H -2.327 0.780 1.897 0.20
H -0.994 0.343 0.801 0.20
C -0.261 7.309 1.691 -0.63
C -0.540 6.434 0.491 0.06
C -0.209 4.974 0.682 -0.10
O 0.081 4.555 -0.662 -0.50
C 0.519 5.640 -1.344 0.97
O 1.014 5.605 -2.422 -0.58
O 0.310 6.771 -0.623 -0.50
H -0.781 8.263 1.605 0.22
H -0.598 6.823 2.607 0.22
H 0.804 7.524 1.770 0.23
H -1.576 6.558 0.161 0.18
H -1.033 4.396 1.089 0.21
H 0.679 4.814 1.298 0.20
C 1.596 -4.697 7.366 -0.63
C 0.473 -5.310 6.561 0.06
C 0.903 -6.369 5.573 -0.10
O -0.112 -6.272 4.565 -0.49
C -0.591 -5.006 4.589 0.97
O -1.301 -4.534 3.762 -0.58
O -0.139 -4.346 5.683 -0.50
H 1.206 -4.175 8.239 0.23
H 2.286 -5.466 7.714 0.22
H 2.144 -3.968 6.769 0.23
H -0.307 -5.693 7.223 0.18
H 0.922 -7.369 5.999 0.21
H 1.871 -6.150 5.116 0.19
```

* spin multiplicity: 1
* energy: -57683.407 eV
* HOMO level: -8.681 eV

=====

3.
C24H34N5O3SSe2Te2Tl | ωB97M-V/def2-TZVPD

XYZ file:
```
72
Properties=species:S:1:pos:R:3:lowdin_charge:R:1
Tl -1.320 -1.961 1.756 0.60
Se -1.461 0.119 7.063 -0.64
Te -0.016 -1.537 5.950 -0.10
Te -1.951 -3.405 5.954 -0.09
Se -2.893 -3.602 3.778 -0.55
C 5.638 -1.059 2.016 -0.16
C 4.487 -1.659 2.842 -0.40
S 2.788 -1.344 2.195 0.84
O 1.874 -1.921 3.218 -0.65
C 2.610 0.501 2.136 -0.37
C 2.412 1.051 3.531 -0.15
H 6.543 -1.645 2.176 0.06
H 5.850 -0.061 2.408 0.06
H 5.368 -1.038 0.917 0.08
H 4.463 -1.187 3.853 0.09
H 4.571 -2.757 2.937 0.08
H 1.737 0.646 1.464 0.06
H 3.493 0.900 1.610 0.08
H 2.145 0.287 4.293 0.04
H 1.620 1.835 3.566 0.07
H 3.332 1.580 3.879 0.07
O -2.139 -0.201 -0.536 -0.10
C -1.049 -0.058 -1.111 -0.60
N -0.887 -0.386 -2.461 0.14
C 0.469 -0.123 -2.901 -0.29
C 1.064 0.358 -1.561 -0.43
O 2.248 0.641 -1.319 -0.01
N 0.137 0.377 -0.577 0.15
C 0.587 0.984 -3.958 -0.12
C -0.472 1.689 -4.578 -0.04
C -0.257 2.600 -5.577 -0.13
C 1.029 2.946 -5.962 -0.10
C 2.107 2.271 -5.320 -0.08
C 1.878 1.367 -4.296 -0.04
C 1.190 -1.365 -3.424 -0.15
C 0.498 -2.100 -4.385 -0.04
C 0.752 -3.476 -4.555 -0.09
C 1.773 -4.057 -3.779 -0.11
C 2.579 -3.234 -2.991 -0.08
C 2.344 -1.867 -2.857 -0.01
H -1.515 -0.992 -2.963 0.14
H -1.518 1.489 -4.254 0.12
H -1.142 3.020 -5.992 0.09
H 1.184 3.684 -6.759 0.09
H 3.152 2.393 -5.624 0.10
H 2.682 0.941 -3.705 0.11
H -0.304 -1.641 -5.008 0.13
H 0.190 -4.058 -5.320 0.10
H 1.934 -5.164 -3.783 0.10
H 3.479 -3.590 -2.526 0.09
H 3.070 -1.230 -2.368 0.11
C -5.424 -0.363 2.955 -0.07
N -4.595 0.431 2.040 -0.17
C -5.220 0.773 0.743 -0.07
C -3.271 0.683 2.418 -0.46
N -2.666 -0.238 3.162 0.01
N -2.661 1.854 2.076 -0.14
C -3.321 3.149 1.879 -0.07
C -1.194 1.815 1.901 -0.04
H -6.454 0.089 2.903 0.07
H -5.025 -0.323 3.982 0.09
H -5.494 -1.418 2.573 0.08
H -4.551 1.415 0.158 0.07
H -6.165 1.305 1.031 0.08
H -5.385 -0.164 0.200 0.08
H -2.032 0.133 3.839 -0.02
H -4.381 2.987 2.129 0.08
H -3.216 3.527 0.868 0.07
H -2.820 3.901 2.523 0.09
H -0.920 1.232 1.011 0.04
H -0.716 1.430 2.816 0.08
H -0.843 2.819 1.703 0.08
```

* spin multiplicity: 1
* energy: -199841.974 eV
* net charge: -2
* HOMO level: -0.034 eV
* relative energy (zero: lowest compared OMol25 entry of this formula, charge and spin): 0.0 kcal/mol

=====

4.
C24H35BO9S | ωB97M-V/def2-TZVPD

XYZ file:
```
70
Properties=species:S:1:pos:R:3:nbo_charge:R:1
O -3.335 3.282 6.178 -0.51
C -2.787 2.335 5.395 0.52
C -3.157 0.710 5.537 -0.22
C -3.180 -0.161 4.304 -0.09
C -3.479 -1.776 4.297 -0.64
S -1.848 -2.597 3.743 1.76
O -2.062 -3.977 3.073 -0.89
O -0.874 -2.657 4.974 -0.90
C -2.847 0.518 2.812 0.51
O -3.441 0.112 1.676 -0.53
C -1.673 1.709 2.855 -0.14
C -0.595 1.873 1.623 -0.16
C 0.549 3.068 1.816 -0.23
C 0.571 4.028 3.147 0.02
C 1.735 5.204 3.336 -0.84
B 2.127 5.976 1.938 1.20
O 1.813 7.434 1.836 -0.90
O 2.798 5.309 0.770 -0.92
C -0.519 3.876 4.399 -0.19
C -1.644 2.671 4.222 -0.10
H -3.366 0.242 6.606 0.26
H -3.828 -2.153 5.369 0.29
H -4.355 -2.040 3.530 0.29
H -1.185 -1.765 2.784 0.08
H -0.598 1.172 0.678 0.28
H 1.341 3.148 0.929 0.28
H 2.693 4.620 3.739 0.26
H 1.401 5.979 4.146 0.24
H 1.976 7.787 2.778 0.49
H 3.587 4.822 1.156 0.49
H -0.474 4.583 5.331 0.26
C 1.757 1.616 -3.719 -0.43
C 1.875 0.179 -3.282 -0.43
C 1.808 0.300 -1.775 -0.07
O 0.994 1.444 -1.485 -0.56
C 0.792 2.179 -2.700 -0.07
H 1.409 1.735 -4.748 0.23
H 2.730 2.113 -3.627 0.20
H 1.014 -0.392 -3.649 0.21
H 2.786 -0.314 -3.631 0.22
H 2.800 0.478 -1.347 0.17
H 1.378 -0.588 -1.302 0.18
H -0.247 2.028 -3.012 0.17
H 0.949 3.245 -2.516 0.19
C 1.620 -5.003 2.410 -0.44
C 1.000 -5.101 1.040 -0.43
C 1.132 -3.682 0.531 -0.06
O 2.310 -3.130 1.136 -0.54
C 2.742 -4.014 2.180 -0.07
H 1.970 -5.961 2.803 0.22
H 0.894 -4.586 3.118 0.22
H 1.590 -5.779 0.413 0.20
H -0.034 -5.456 1.050 0.23
H 0.279 -3.068 0.838 0.15
H 1.222 -3.634 -0.559 0.18
H 3.651 -4.519 1.835 0.16
H 2.983 -3.436 3.076 0.19
C -1.001 -2.213 -7.540 -0.43
C -2.271 -1.936 -6.777 -0.43
C -1.759 -1.174 -5.574 -0.07
O -0.588 -0.462 -6.000 -0.54
C -0.202 -0.953 -7.291 -0.07
H -1.162 -2.413 -8.602 0.22
H -0.486 -3.075 -7.101 0.20
H -2.929 -1.293 -7.374 0.20
H -2.827 -2.837 -6.506 0.22
H -1.462 -1.855 -4.770 0.16
H -2.496 -0.468 -5.180 0.19
H -0.442 -0.178 -8.028 0.17
H 0.877 -1.130 -7.310 0.18
```

* spin multiplicity: 1
* energy: -55380.230 eV
* HOMO level: -9.090 eV
* relative energy (zero: lowest compared OMol25 entry of this formula, charge and spin): 331.9 kcal/mol
* SMILES: O=C1C=C(C[SH](=O)=O)C(=O)c2ccc(CB(O)O)cc21.C1CCOC1.C1CCOC1.C1CCOC1